C74H177Br2N11O28 | ωB97M-V with the def2-TZVPD basis set

The HOMO energy is -8.198 eV. The value obtained for the electronic energy is -10781.8181 hartree. The HOMO-LUMO gap is 0.3173 Ha. Its spin multiplicity is 1.

```
292
Properties=species:S:1:pos:R:3:forces:R:3:mulliken_charge:R:1
C 10.072 -4.418 5.570 0.3 1.1 -1.1 -0.7844
O 9.231 -4.864 4.534 -1.4 -1.0 0.1 -0.3675
C 7.914 -4.229 4.395 2.2 -0.8 -1.9 0.1121
C 7.407 -4.748 2.985 0.5 -1.1 1.8 -1.0041
N 6.125 -4.193 2.609 0.6 1.4 -0.4 0.6512
C 5.639 -4.799 1.387 -0.4 -0.6 -0.2 -0.8704
C 4.739 -3.899 0.569 -1.2 0.8 0.1 0.7223
O 4.353 -4.538 -0.607 1.9 -3.0 0.0 -0.4949
C 4.020 -3.803 -1.732 -1.4 1.3 1.3 0.1904
H 9.573 -4.179 6.509 0.0 -0.5 0.2 0.3043
H 10.533 -3.502 5.201 0.0 0.6 0.3 0.2864
H 10.938 -5.076 5.637 -0.5 -0.5 0.4 0.2832
H 8.204 -3.180 4.337 -0.9 0.4 0.2 0.0536
H 7.231 -4.497 5.202 0.0 0.2 0.0 0.2466
H 7.345 -5.835 3.032 -0.3 -0.2 0.5 0.4115
H 8.177 -4.655 2.220 0.3 0.7 -0.1 0.3676
H 6.456 -3.326 2.211 -0.5 1.2 0.6 -0.3393
H 5.107 -5.697 1.701 0.2 -0.4 -0.6 0.3434
H 6.495 -4.974 0.734 0.0 -0.8 -0.3 0.5565
H 5.214 -2.930 0.417 0.4 0.2 -0.4 -0.2767
H 3.787 -3.643 1.032 0.0 0.1 0.9 -0.3234
H 3.546 -4.425 -2.492 0.7 -0.2 0.0 0.3140
H 4.837 -3.158 -2.056 0.0 -0.1 -0.4 0.0642
H 3.208 -3.227 -1.288 -0.3 1.2 -1.1 -0.3362
C -8.472 0.153 7.456 -0.1 -0.2 0.0 -0.8757
O -7.731 0.460 6.253 -0.6 0.0 1.3 -0.2826
C -8.299 -0.093 5.066 2.3 0.5 -1.2 -0.7043
C -7.275 0.382 3.904 -1.1 2.3 3.1 -0.3716
N -7.673 0.452 2.545 1.4 -0.2 0.6 -0.3848
C -7.731 -0.898 2.108 -1.1 -1.4 -2.9 -0.5914
C -7.145 -1.127 0.688 -1.1 1.2 0.1 -1.1675
O -5.805 -0.785 0.513 1.6 -1.2 1.1 -0.2388
C -4.807 -1.797 0.863 -1.6 -0.1 -1.7 -0.7054
H -9.399 -0.394 7.282 -0.1 0.1 -0.5 0.3729
H -8.726 1.022 8.062 0.0 0.5 -0.6 0.2844
H -7.960 -0.467 8.192 0.8 -0.3 -0.4 0.2660
H -9.285 0.338 4.893 -0.2 -0.5 -0.1 0.4627
H -8.196 -1.173 5.173 -0.9 -0.2 -0.2 0.3797
H -6.296 -0.060 4.094 0.1 -0.5 0.0 0.0877
H -7.186 1.437 4.163 0.4 0.2 0.5 0.4910
H -6.873 0.877 2.098 0.4 0.6 -0.4 0.3528
H -8.814 -0.867 1.988 -0.3 -2.2 -0.1 0.5383
H -7.319 -1.693 2.730 -0.2 0.2 0.7 0.1444
H -7.651 -0.368 0.091 -0.2 -0.1 -0.4 0.3096
H -7.361 -2.096 0.238 -0.1 -0.3 0.3 0.3417
H -4.878 -2.308 1.823 -0.2 0.7 0.5 0.4452
H -3.829 -1.373 0.638 -0.1 0.0 0.3 0.3618
H -5.037 -2.565 0.125 0.6 -0.5 -0.1 0.1096
C -5.157 -2.202 6.113 0.1 0.2 -0.4 -0.8775
O -4.401 -2.765 4.989 0.0 0.9 1.6 -0.1531
C -3.076 -3.165 5.377 -0.1 -1.7 -0.4 -0.9935
C -2.029 -3.052 4.251 -0.9 1.2 -0.2 -0.0863
N -2.325 -3.624 2.946 0.7 -1.3 0.3 1.1425
C -2.179 -5.096 2.942 0.0 -0.6 -1.5 -0.9410
C -2.572 -5.807 1.602 -0.3 1.5 0.9 -0.2040
O -3.883 -5.285 1.273 1.8 -0.5 0.0 0.0811
C -4.720 -6.261 0.751 -1.4 0.2 0.2 -1.0431
H -6.230 -2.234 5.926 0.1 -0.1 -0.6 0.0525
H -4.908 -1.159 6.307 0.2 0.2 -0.4 0.3883
H -5.042 -2.667 7.092 0.5 -0.8 -0.2 0.4612
H -3.152 -4.223 5.630 -0.1 -0.4 0.1 0.3905
H -2.686 -2.734 6.299 -0.2 0.7 -0.1 0.5438
H -1.075 -3.453 4.593 0.0 0.0 0.2 0.3038
H -1.909 -1.981 4.083 0.3 0.2 0.1 -0.5229
H -3.178 -3.256 2.549 -0.2 -0.5 0.2 -0.4213
H -2.688 -5.653 3.729 -0.7 0.3 0.2 0.4386
H -1.150 -5.400 3.132 0.5 0.6 0.0 0.3713
H -2.491 -6.887 1.730 -0.8 -0.2 0.5 0.5282
H -1.922 -5.694 0.734 0.3 0.9 0.0 -0.2080
H -5.280 -6.687 1.584 0.0 -0.6 0.0 0.2647
H -4.239 -7.039 0.158 0.2 0.0 0.0 0.3551
H -5.459 -5.731 0.150 -0.1 -0.2 -0.2 0.2186
C -6.285 0.765 -2.563 -0.9 1.0 0.2 -0.9027
O -5.404 1.580 -1.813 0.8 -1.2 1.1 0.0686
C -6.064 2.487 -0.941 0.3 -0.5 0.6 -1.3569
C -5.143 2.770 0.267 0.1 -0.4 -2.5 0.3166
N -5.084 1.577 1.154 1.0 3.2 1.1 1.1683
C -3.866 1.737 1.988 0.3 -0.4 0.8 -0.5287
C -3.972 2.673 3.256 -0.7 -0.4 -1.8 -1.0277
O -4.467 3.951 2.882 0.7 0.6 -1.0 -0.0856
C -4.609 4.926 3.892 -2.1 -0.8 0.9 -1.0306
H -5.928 -0.189 -2.952 0.9 0.5 -0.2 0.1097
H -6.617 1.490 -3.305 -0.7 -0.8 -0.8 0.3088
H -7.126 0.442 -1.950 -0.3 0.2 0.1 0.3489
H -6.956 2.070 -0.472 -0.4 -0.5 -0.3 0.4068
H -6.398 3.326 -1.552 0.2 0.6 0.3 0.6334
H -5.400 3.769 0.620 -0.1 -0.5 1.0 0.4282
H -4.149 2.861 -0.169 0.1 0.4 -0.1 -0.7602
H -4.987 0.756 0.574 -0.1 0.2 -0.1 -0.4752
H -2.916 1.943 1.496 -0.1 0.6 -1.0 0.1670
H -3.646 0.735 2.355 -0.1 -0.2 0.6 0.6149
H -3.003 2.883 3.709 0.1 -0.8 0.3 0.4706
H -4.682 2.058 3.809 -0.1 0.7 1.2 0.3022
H -3.813 5.201 4.584 0.7 -0.6 -0.3 0.3466
H -5.441 4.501 4.453 0.0 0.2 1.1 0.3616
H -5.057 5.866 3.568 0.4 -0.1 -1.0 0.2799
C -0.679 0.506 5.044 -0.8 0.4 -1.7 -0.3217
O 0.251 -0.470 4.633 0.1 -0.3 1.0 0.1340
C 1.414 -0.393 5.465 0.4 1.0 -0.9 -0.1206
C 2.622 -1.175 4.949 -0.6 1.7 0.7 -0.2641
N 2.612 -2.498 5.370 -0.2 -2.1 1.0 -0.2223
C 3.733 -3.293 4.897 -0.3 -0.1 -0.8 0.2916
C 3.616 -4.697 5.461 -1.1 1.0 -0.8 -0.8298
O 2.465 -5.361 4.859 0.3 0.6 -0.1 -0.3812
C 2.677 -5.786 3.528 1.6 -1.1 -0.2 -0.9040
H -1.318 0.314 5.905 0.4 -0.5 0.4 0.2995
H -1.347 0.619 4.191 -0.4 -0.2 0.0 -0.1891
H -0.265 1.512 5.117 0.6 0.0 0.4 0.2670
H 1.189 -0.577 6.515 -0.1 -0.5 0.1 0.2989
H 1.699 0.657 5.403 0.3 0.1 0.2 -0.4178
H 3.446 -0.690 5.473 0.4 0.3 -0.6 0.3759
H 2.704 -1.107 3.864 0.2 0.6 -0.4 -0.0815
H 1.770 -2.919 5.005 -0.1 -0.5 0.1 0.2270
H 4.717 -2.868 5.099 -0.1 0.3 0.6 0.4443
H 3.714 -3.294 3.807 0.2 -0.3 -0.4 -0.3942
H 3.325 -4.491 6.491 0.2 -0.8 0.2 0.3522
H 4.560 -5.226 5.332 -0.2 -0.5 0.1 0.3310
H 1.831 -6.289 3.060 -0.3 0.3 0.6 0.4445
H 3.493 -6.508 3.549 0.0 -0.8 0.1 0.3785
H 3.130 -5.135 2.780 -0.6 1.2 0.3 0.1619
C 0.365 -4.032 -3.017 0.2 1.0 -1.3 -0.4328
O -0.249 -4.929 -2.166 -1.4 0.0 -0.4 0.5050
C 0.580 -5.915 -1.635 -0.8 -0.6 0.5 -0.6987
C -0.185 -7.285 -1.491 1.8 -0.9 -0.4 -0.7396
N -0.256 -8.014 -2.751 0.8 0.8 -0.9 -0.3560
C -1.059 -9.212 -2.827 -0.6 -0.4 -1.6 -0.4561
C -1.317 -9.530 -4.379 -0.3 0.8 1.0 -0.6412
O -1.585 -8.254 -4.915 -0.2 0.8 -0.9 -0.3510
C -2.621 -8.211 -5.914 1.5 -0.8 0.8 -0.8531
H -0.408 -3.373 -3.412 0.1 0.2 0.3 -0.1082
H 0.816 -4.455 -3.914 0.0 -0.8 -0.1 0.4834
H 1.188 -3.444 -2.610 -0.1 0.2 0.7 -0.2123
H 0.898 -5.495 -0.681 0.3 -0.6 0.5 0.2445
H 1.458 -5.976 -2.278 0.1 -0.7 0.0 0.5672
H -1.188 -7.315 -1.066 -0.1 0.9 0.7 0.2430
H 0.491 -7.926 -0.926 -0.2 0.2 0.9 0.3732
H -0.645 -7.343 -3.398 0.0 -0.3 -0.5 0.3234
H -2.020 -9.013 -2.352 -0.6 -0.3 0.0 0.2044
H -0.662 -10.123 -2.379 0.5 0.3 0.3 0.3161
H -2.152 -10.187 -4.623 -0.5 -0.1 0.8 0.4562
H -0.516 -10.041 -4.914 0.8 0.4 0.3 0.2915
H -2.639 -7.213 -6.353 -0.3 0.0 0.3 0.2168
H -3.510 -8.545 -5.380 -0.5 0.2 -0.7 0.3698
H -2.299 -8.909 -6.688 -0.6 -0.1 -0.3 0.3610
C 2.723 11.811 -3.156 -0.9 -0.7 0.9 -0.7518
O 2.667 10.440 -3.505 -1.3 -0.5 0.1 -0.3174
C 3.911 9.783 -3.389 0.7 0.6 -1.1 -0.6436
C 3.954 8.277 -3.849 0.1 1.1 1.5 -0.5844
N 3.414 7.487 -2.771 -0.8 -0.9 1.2 -0.2415
C 3.267 6.004 -2.990 -0.6 2.4 -0.6 -0.9704
C 3.273 5.162 -1.749 -0.2 -1.5 -0.4 0.0389
O 2.126 5.283 -0.953 -1.2 0.1 1.5 -0.3440
C 2.140 4.402 0.211 0.2 1.0 -0.7 -0.7743
H 3.070 11.951 -2.132 0.5 -0.1 0.2 0.3248
H 1.673 12.094 -3.089 0.1 0.4 -0.5 0.2588
H 3.316 12.457 -3.803 0.0 -0.2 -0.4 0.3029
H 4.274 9.944 -2.374 0.2 -0.5 0.2 0.3355
H 4.455 10.455 -4.052 1.4 -0.7 -0.2 0.4040
H 4.981 7.910 -3.842 0.3 0.6 -0.9 0.4082
H 3.470 8.175 -4.820 0.0 -0.1 -0.3 0.3185
H 2.487 7.831 -2.564 -0.1 0.1 0.3 0.2164
H 4.069 5.722 -3.672 0.0 -0.4 0.1 0.4582
H 2.312 5.978 -3.515 -0.1 -1.1 -0.2 0.3682
H 4.222 5.286 -1.229 0.0 0.2 0.4 0.3037
H 3.138 4.119 -2.039 1.1 -0.3 -0.7 -0.0442
H 2.366 3.349 0.042 0.8 0.0 -0.7 0.2416
H 1.153 4.283 0.658 -0.2 0.9 -0.1 0.2662
H 2.851 4.879 0.886 -0.1 -0.5 0.5 0.4526
C -9.841 9.438 -2.262 1.1 0.2 -0.7 -0.6765
O -8.449 9.575 -2.433 2.2 0.4 2.3 -0.3272
C -7.633 9.482 -1.136 0.1 -0.7 -3.1 -0.3779
C -6.081 9.588 -1.578 -2.2 0.4 0.1 -0.5865
N -5.215 8.849 -0.712 -0.2 -0.1 1.4 -0.2576
C -5.120 7.399 -0.930 2.3 0.5 -0.8 -0.6880
C -4.004 6.745 -0.088 -0.6 0.8 0.9 -0.5990
O -3.637 5.471 -0.521 0.0 -0.8 -0.4 0.0174
C -2.519 4.987 0.210 -0.3 0.2 1.0 -0.8415
H -10.122 8.515 -1.754 -0.1 -0.1 0.2 0.2932
H -10.089 9.377 -3.322 -1.1 0.2 0.3 0.2217
H -10.220 10.316 -1.739 -0.5 0.0 -0.1 0.2652
H -7.851 8.448 -0.872 0.4 0.0 0.7 0.1850
H -8.010 10.169 -0.379 0.2 0.2 -0.1 0.3282
H -5.714 10.612 -1.649 -0.3 0.2 0.5 0.4135
H -6.096 9.311 -2.632 0.1 -0.7 -0.2 0.3208
H -4.306 9.289 -0.708 0.1 -0.3 0.1 0.2943
H -4.642 7.382 -1.909 -1.0 -1.1 -0.9 0.3487
H -6.060 6.864 -0.791 0.1 0.2 -0.4 0.1787
H -4.370 6.687 0.937 0.1 0.0 0.4 0.1617
H -3.087 7.334 -0.080 -0.1 0.7 -0.1 0.4680
H -2.466 5.450 1.196 -0.1 0.4 0.1 0.4732
H -1.560 5.197 -0.263 0.0 -0.2 -0.4 0.4145
H -2.662 3.946 0.501 0.1 -0.1 -0.7 -0.0007
C 1.694 1.594 -2.421 -0.6 -1.3 -0.3 -0.3496
O 1.259 1.143 -3.721 1.4 -1.1 0.9 -0.1370
C 0.969 2.079 -4.692 -0.5 0.9 -1.9 -0.4382
C 0.989 1.459 -6.136 -1.7 -0.4 1.9 -0.9804
N 2.327 1.179 -6.495 0.3 1.5 -0.1 -0.0055
C 2.573 0.599 -7.809 0.2 0.3 2.2 -0.4073
C 2.190 1.466 -8.974 -0.1 -0.6 -0.2 -0.7668
O 0.750 1.553 -9.199 1.8 0.4 -0.2 -0.2272
C 0.375 1.763 -10.554 -0.4 -0.7 -0.1 -0.8241
H 2.754 1.825 -2.316 0.0 0.8 -0.7 0.2167
H 1.666 0.700 -1.798 -0.4 -0.2 0.1 -0.1821
H 0.975 2.306 -2.016 0.3 0.4 0.0 0.4728
H 1.696 2.879 -4.831 0.3 0.3 0.8 0.2758
H 0.001 2.502 -4.425 -0.2 0.4 -0.4 0.1871
H 0.420 2.075 -6.832 0.4 0.2 0.0 0.6216
H 0.453 0.514 -6.046 -0.7 -0.4 -0.1 0.2445
H 2.709 0.754 -5.662 0.7 -0.6 -0.6 0.0075
H 2.148 -0.403 -7.861 -0.1 -0.3 -0.5 0.3580
H 3.662 0.571 -7.795 0.1 -0.5 -0.6 0.1752
H 2.779 0.950 -9.731 -0.8 -0.2 -1.1 0.4746
H 2.745 2.401 -8.906 -0.7 0.7 0.3 0.2994
H 0.652 0.893 -11.149 0.2 -0.1 -0.1 0.3244
H 0.731 2.650 -11.078 0.5 0.3 0.5 0.3084
H -0.712 1.816 -10.600 0.0 0.0 0.3 0.2475
C 7.926 -0.339 3.300 -2.2 0.0 0.6 -0.6660
O 6.935 0.543 2.755 0.1 1.0 -1.1 -0.5224
C 5.537 0.151 2.958 2.3 -1.3 0.0 0.2153
C 4.527 1.219 2.694 -0.2 1.3 0.8 -0.6211
N 4.068 1.787 3.939 -1.8 0.1 1.9 -0.0750
C 2.862 2.629 3.928 -0.2 -0.3 -0.3 -0.0115
C 2.493 3.277 5.308 -0.6 -0.1 -1.6 -0.5030
O 3.658 3.445 5.976 1.2 1.3 3.4 -0.3879
C 3.464 3.723 7.413 1.0 -1.7 -0.4 -0.8526
H 7.791 -1.323 2.852 0.4 -0.2 -0.1 0.0196
H 7.636 -0.402 4.349 0.4 -0.5 0.5 0.4436
H 8.965 -0.010 3.275 -0.4 0.5 -0.6 0.3902
H 5.589 -0.248 3.971 -1.0 0.2 0.3 0.3369
H 5.262 -0.681 2.308 0.4 -0.4 -0.3 -0.2152
H 3.674 0.809 2.152 -0.1 -0.3 0.2 0.0243
H 4.899 2.002 2.034 0.6 0.0 -0.4 0.4812
H 4.708 2.221 4.588 0.6 -0.2 -0.5 0.2768
H 1.961 2.063 3.688 0.0 -0.5 -0.4 0.0841
H 3.003 3.311 3.090 -0.4 0.9 0.2 0.2060
H 1.788 2.696 5.902 0.0 -0.8 -0.1 0.0934
H 1.962 4.226 5.231 -0.1 0.4 -0.7 0.4335
H 3.413 4.732 7.822 0.1 0.4 -1.0 0.2763
H 4.314 3.211 7.861 0.2 0.4 0.1 0.3112
H 2.622 3.184 7.847 -0.5 -0.1 -0.5 0.3273
C 6.746 1.419 -7.187 -0.8 0.2 -0.5 -0.8228
O 6.797 0.893 -5.859 1.9 1.0 -1.4 -0.3775
C 5.599 0.368 -5.443 -1.7 -0.4 -0.3 -0.9252
C 5.716 -0.397 -4.163 0.5 -0.9 0.1 -0.1995
N 5.761 0.452 -2.989 -0.3 0.1 0.0 -0.0961
C 6.207 -0.171 -1.750 -0.1 0.8 0.4 -0.3221
C 7.619 -0.745 -1.658 -0.5 -1.4 0.2 -0.8058
O 7.688 -2.004 -2.358 -1.0 0.8 -0.8 -0.1441
C 8.989 -2.466 -2.546 0.6 0.3 1.2 -0.8460
H 6.772 0.671 -7.980 0.3 -0.6 0.3 0.3360
H 7.474 2.179 -7.470 0.6 -0.3 0.9 0.3239
H 5.813 1.936 -7.409 -0.5 0.1 0.5 0.2539
H 5.132 -0.306 -6.162 0.5 -0.6 -0.6 0.4236
H 4.846 1.156 -5.458 -0.2 0.5 0.8 0.4540
H 6.564 -1.082 -4.187 0.7 0.4 -0.4 0.2829
H 4.963 -1.184 -4.188 -1.0 0.5 0.7 0.1691
H 6.269 1.284 -3.255 0.3 0.1 0.4 0.3480
H 5.389 -0.813 -1.423 0.4 -0.9 -0.2 -0.3387
H 6.165 0.545 -0.930 0.1 0.6 -0.2 0.4176
H 7.888 -0.944 -0.621 -0.3 -0.1 0.5 0.5742
H 8.394 -0.025 -1.922 0.0 0.1 -0.9 0.4645
H 9.278 -2.845 -1.566 0.8 -0.2 0.1 0.2778
H 9.623 -1.616 -2.795 0.4 -0.1 -0.2 0.3203
H 9.121 -3.270 -3.270 -0.6 0.2 -0.1 0.2259
Br -2.262 2.926 -2.334 -0.2 0.2 -0.5 -0.1651
C -2.645 1.303 -3.312 -1.0 -1.1 0.9 -0.0838
C -2.007 0.239 -2.453 1.5 -0.6 -1.3 -0.1131
Br -2.516 -1.575 -3.146 0.2 0.8 0.4 -0.2004
H -2.224 1.303 -4.317 0.0 0.2 0.2 0.4765
H -3.703 1.044 -3.317 -0.1 1.0 -0.2 0.1314
H -2.131 0.264 -1.370 -0.5 0.1 -0.3 0.0207
H -0.958 0.327 -2.738 0.3 -0.5 0.7 -0.0474
C -0.373 -1.154 1.322 -3.7 -0.7 0.1 2.4695
C -0.387 -2.461 0.546 -1.1 0.2 0.6 0.6283
O 0.931 -2.498 0.173 2.2 -3.3 -2.2 0.0541
C 1.611 -1.445 0.446 3.1 2.9 -1.5 -0.2291
O 2.717 -1.108 0.020 -1.8 -1.4 1.1 -0.3310
O 0.866 -0.608 1.144 1.0 1.3 1.3 -0.2715
H -0.715 -1.384 2.331 0.6 0.7 0.3 -1.2528
H -1.099 -0.540 0.789 -0.1 0.6 0.6 -0.3863
H -1.042 -2.340 -0.317 0.1 -0.6 -0.2 -0.4542
H -0.619 -3.353 1.128 -0.2 0.2 -0.1 -0.2654
C -4.051 -4.870 -3.565 1.9 -0.4 -1.3 -0.2219
C -4.361 -4.373 -2.156 -0.1 -2.4 0.0 0.3810
O -5.121 -3.206 -2.407 1.3 -0.3 3.0 0.0847
C -5.532 -3.283 -3.617 -3.4 3.9 -2.9 0.4924
O -6.285 -2.476 -4.110 -0.1 0.0 0.5 -0.6681
O -5.060 -4.238 -4.331 0.8 -2.4 -0.7 -0.3678
H -4.026 -5.933 -3.803 -0.7 -0.2 0.8 0.2804
H -3.123 -4.593 -4.066 0.5 0.7 0.7 0.0074
H -3.581 -4.334 -1.396 0.2 0.8 -0.5 0.0777
H -5.021 -5.159 -1.789 -0.4 0.2 0.4 -0.0340
```
Positions in Å, forces in eV/Å.